This record from OMol25 describes a molecular structure, ClN3O13Tl in a non-equilibrium geometry. The level of theory is wB97M-V/def2-TZVPD.

F_max ... 4.168 eV Å⁻¹
Energy ... -48279.2691 eV
HOMO level ... -6.0 eV
ΔE to the lowest compared entry with this formula, charge and spin ... 1.586 eV
Molecular weight ... 489.844 Da

The geometry in ORCA input format:
```
! wB97M-V def2-TZVPD RIJCOSX def2/J DEFGRID3
* xyz -1 1
Tl 12.017 20.018 6.181
N 10.612 24.376 1.349
O 9.619 25.106 1.121
O 11.118 23.734 0.455
O 11.029 24.441 2.490
N 14.541 21.758 -1.922
O 15.197 20.787 -2.263
O 14.613 22.848 -2.555
O 13.734 21.810 -0.959
N 12.820 22.343 3.065
O 13.576 23.174 3.606
O 12.065 21.666 3.789
O 12.924 22.045 1.875
Cl 8.523 21.467 3.699
O 8.949 20.081 3.886
O 7.151 21.710 4.040
O 9.317 22.173 4.696
O 8.977 21.790 2.387
*
```

This record from OMol25 describes 2 unconnected molecules or ions with the total composition ClNO in a non-equilibrium geometry. The level of theory is wB97M-V/def2-TZVPD.

F_max ... 1.116 eV Å⁻¹
Energy ... -16056.0900 eV
HOMO level (alpha / beta) ... -11.2 / -9.2 eV
ΔE to the lowest compared entry with this formula, charge and spin ... 1.190 eV
Molecular weight ... 65.459 Da

The geometry in ORCA input format:
```
! wB97M-V def2-TZVPD RIJCOSX def2/J DEFGRID3
* xyz 0 1
N -1.023 0.226 -0.002
O -0.028 -0.274 0.002
Cl 2.573 0.034 -0.001
*
```

This record from OMol25 describes a single ClNO2S molecule in a non-equilibrium geometry. The level of theory is wB97M-V/def2-TZVPD.

F_max ... 4.500 eV Å⁻¹
Energy ... -28936.3728 eV
HOMO level ... -11.6 eV
ΔE to the lowest compared entry with this formula, charge and spin ... 3.064 eV
SMILES ... N#S(=O)OCl
Molecular weight ... 113.525 Da

The geometry in ORCA input format:
```
! wB97M-V def2-TZVPD RIJCOSX def2/J DEFGRID3
* xyz 0 1
N 0.612 1.235 0.889
S -0.025 0.272 0.101
O -1.276 0.626 -0.489
O 0.434 -1.528 -0.357
Cl 1.915 -1.853 0.478
*
```

This record from OMol25 describes a gas-phase ion, ClO5S2 (charge -1) in a non-equilibrium geometry. The level of theory is wB97M-V/def2-TZVPD.

F_max ... 2.944 eV Å⁻¹
Energy ... -44431.8056 eV
HOMO level ... -6.0 eV
ΔE to the lowest compared entry with this formula, charge and spin ... 0.078 eV
SMILES ... O=S(=O)([O-])S(=O)(=O)Cl
Molecular weight ... 179.582 Da

The geometry in ORCA input format:
```
! wB97M-V def2-TZVPD RIJCOSX def2/J DEFGRID3
* xyz -1 1
O 1.616 -0.086 -0.830
S 0.970 -0.819 0.190
O 1.299 -0.488 1.551
O 0.392 -2.081 -0.095
S -0.832 0.572 0.123
O -0.108 1.803 0.273
O -2.139 0.542 0.642
Cl -1.196 0.557 -1.853
*
```

This record from OMol25 describes a molecular structure, CoN7O21 in a non-equilibrium geometry. The level of theory is wB97M-V/def2-TZVPD.

F_max ... 12.257 eV Å⁻¹
Energy ... -91009.9816 eV
HOMO level (alpha / beta) ... 4.8 / 4.8 eV
ΔE to the lowest compared entry with this formula, charge and spin ... 5.736 eV
Molecular weight ... 492.961 Da

The geometry in ORCA input format:
```
! wB97M-V def2-TZVPD RIJCOSX def2/J DEFGRID3
* xyz -5 4
Co -14.973 17.633 16.837
N -12.354 20.495 14.904
O -11.170 20.382 15.107
O -13.219 19.715 15.108
O -12.886 21.441 14.299
N -14.074 22.484 18.305
O -14.370 21.389 18.686
O -14.832 22.989 17.438
O -13.143 23.087 18.445
N -16.876 19.039 20.511
O -16.646 18.369 19.537
O -16.209 19.085 21.506
O -17.679 19.911 20.314
N -19.384 17.488 15.872
O -19.490 16.470 16.631
O -18.249 18.098 15.894
O -20.272 17.707 15.223
N -14.882 14.972 13.259
O -15.207 15.027 12.065
O -14.235 13.958 13.573
O -14.993 15.774 14.214
N -11.754 16.610 19.925
O -12.584 16.915 19.157
O -10.771 15.931 19.822
O -12.060 16.854 21.067
N -15.506 13.385 18.432
O -15.953 14.414 17.929
O -14.373 12.951 18.499
O -16.429 12.688 18.762
*
```

This record from OMol25 describes a molecular structure, Cs2H28O18P in a non-equilibrium geometry. The level of theory is wB97M-V/def2-TZVPD.

F_max ... 1.903 eV Å⁻¹
Energy ... -47706.2412 eV
HOMO level ... -6.9 eV
Molecular weight ... 612.990 Da

The geometry in ORCA input format:
```
! wB97M-V def2-TZVPD RIJCOSX def2/J DEFGRID3
* xyz -1 1
Cs 2.488 0.265 -2.855
Cs -0.024 3.869 1.344
P 0.101 0.294 -0.095
O 1.609 0.747 -0.065
O -0.831 1.159 0.813
O 0.039 -1.149 0.389
O -0.354 0.262 -1.565
O -2.264 2.531 -0.887
H -1.713 2.020 -0.251
H -2.272 1.987 -1.680
O 1.786 -2.766 -0.980
H 1.363 -2.041 -0.493
H 1.068 -3.397 -1.103
O -2.632 -1.654 2.153
H -2.950 -0.729 2.237
H -1.768 -1.579 1.723
O 1.845 3.014 -1.388
H 2.092 2.320 -0.762
H 0.938 2.801 -1.635
O -0.945 -3.528 -0.784
H -1.905 -3.559 -0.765
H -0.728 -2.637 -0.439
O -0.406 -1.543 -3.496
H -1.309 -1.865 -3.436
H -0.366 -0.814 -2.844
O 0.482 -2.455 2.730
H 0.317 -1.955 1.897
H -0.265 -2.233 3.295
O 4.258 0.962 -0.475
H 3.353 0.881 -0.130
H 4.745 0.255 -0.038
O 2.229 2.086 1.948
H 3.130 1.796 2.123
H 1.901 1.468 1.233
O -3.394 0.949 1.630
H -3.848 1.110 0.794
H -2.442 0.984 1.387
O 2.858 -1.041 1.523
H 2.221 -0.501 0.988
H 2.310 -1.612 2.081
O -0.595 1.668 -3.713
H -0.548 1.143 -2.875
H -1.293 1.247 -4.222
O -2.978 -0.632 -1.052
H -2.037 -0.350 -1.121
H -3.136 -0.747 -0.106
O -0.211 0.995 3.349
H -0.649 0.956 2.478
H 0.731 1.019 3.140
*
```

This record from OMol25 describes a molecular structure, CsF8N4O16S8 in a non-equilibrium geometry. The level of theory is wB97M-V/def2-TZVPD.

F_max ... 8.173 eV Å⁻¹
Energy ... -147686.1339 eV
HOMO level ... -3.7 eV
ΔE to the lowest compared entry with this formula, charge and spin ... 5.515 eV
Molecular weight ... 853.437 Da

The geometry in ORCA input format:
```
! wB97M-V def2-TZVPD RIJCOSX def2/J DEFGRID3
* xyz -3 1
Cs 0.922 4.569 -1.152
N -3.221 -1.122 4.378
S -2.706 -2.449 3.805
O -1.431 -2.382 3.087
O -3.636 -3.495 3.448
F -2.247 -3.073 5.272
S -3.531 -0.427 2.958
O -4.417 -1.068 2.026
O -2.447 0.342 2.365
F -4.374 0.752 3.651
N 1.717 4.654 6.920
S 3.387 4.699 6.508
O 4.150 5.887 6.787
O 3.706 4.003 5.281
F 3.841 3.567 7.651
S 1.446 6.002 6.102
O 1.733 6.011 4.660
O 1.454 7.230 6.907
F -0.121 5.699 6.157
N 4.105 -3.711 -3.077
S 4.122 -2.767 -1.646
O 4.478 -3.345 -0.357
O 3.284 -1.544 -1.750
F 5.551 -2.101 -1.928
S 3.037 -4.619 -2.474
O 1.713 -4.075 -2.108
O 3.556 -5.779 -1.771
F 2.783 -5.369 -3.897
N -3.018 0.393 -7.704
S -3.643 -1.039 -8.459
O -4.326 -1.990 -7.604
O -2.844 -1.511 -9.617
F -4.824 -0.364 -9.298
S -2.312 -0.386 -6.592
O -1.230 -1.290 -6.974
O -3.226 -0.755 -5.507
F -1.431 0.853 -6.050
*
```

This record from OMol25 describes a molecular structure, CsH13O7 in a non-equilibrium geometry. The level of theory is wB97M-V/def2-TZVPD.

F_max ... 1.269 eV Å⁻¹
Energy ... -15090.9563 eV
HOMO level ... -9.7 eV
Molecular weight ... 258.002 Da

The geometry in ORCA input format:
```
! wB97M-V def2-TZVPD RIJCOSX def2/J DEFGRID3
* xyz 0 1
Cs 3.001 1.524 0.750
O 0.193 0.071 -0.092
H 0.540 0.130 0.803
O 0.922 -0.443 -2.834
H 1.629 0.202 -2.874
H 0.469 -0.253 -2.001
O -1.775 1.120 1.438
H -1.122 0.768 0.785
H -1.895 2.040 1.189
O 0.516 -0.626 2.788
H 0.537 0.235 3.219
H 0.031 -0.497 1.978
O -1.675 -1.463 -1.387
H -2.068 -2.000 -0.695
H -1.054 -0.875 -0.917
O 0.863 -2.627 0.254
H 1.064 -2.968 -0.623
H 0.618 -1.698 0.103
O -0.506 2.588 -0.910
H -0.252 1.664 -0.717
H -0.035 3.109 -0.258
*
```

This record from OMol25 describes a molecular structure, CsH2O in a non-equilibrium geometry. The level of theory is wB97M-V/def2-TZVPD.

F_max ... 11.041 eV Å⁻¹
Energy ... -2619.7285 eV
HOMO level ... -16.8 eV
ΔE to the lowest compared entry with this formula, charge and spin ... 2.956 eV
Molecular weight ... 150.920 Da

The geometry in ORCA input format:
```
! wB97M-V def2-TZVPD RIJCOSX def2/J DEFGRID3
* xyz 1 1
Cs -0.249 -1.673 -0.538
O -0.034 0.199 0.281
H -0.427 1.035 0.531
H 0.709 0.439 -0.273
*
```

This record from OMol25 describes a molecular structure, CuF6H42O21P in a non-equilibrium geometry. The level of theory is wB97M-V/def2-TZVPD.

F_max ... 2.685 eV Å⁻¹
Energy ... -113919.8952 eV
HOMO level ... -9.1 eV
Molecular weight ... 586.823 Da

The geometry in ORCA input format:
```
! wB97M-V def2-TZVPD RIJCOSX def2/J DEFGRID3
* xyz 0 1
Cu 0.466 -0.110 0.166
P -4.527 -1.313 -1.408
F -5.996 -1.997 -1.226
F -3.702 -2.749 -1.436
F -4.513 -1.273 -3.083
F -3.016 -0.780 -1.322
F -5.202 0.206 -1.302
F -4.458 -1.378 0.283
O -0.294 -0.579 -1.964
H -1.145 -1.007 -1.864
H -0.277 -0.290 -2.876
O 3.907 1.238 2.297
H 4.613 1.047 2.913
H 4.304 1.822 1.651
O -1.723 1.325 4.137
H -1.149 0.841 4.731
H -1.131 1.883 3.632
O 2.277 3.264 -0.941
H 2.208 3.764 -0.127
H 2.356 2.354 -0.658
O -0.255 2.127 0.806
H 0.110 2.784 1.399
H -0.564 2.629 0.052
O -0.244 2.659 -2.629
H 0.650 2.995 -2.562
H -0.192 1.969 -3.291
O -4.225 0.529 2.665
H -3.379 0.493 3.112
H -4.009 0.448 1.736
O -1.520 -1.103 0.919
H -2.133 -1.516 0.312
H -1.257 -1.808 1.511
O 2.641 3.268 -3.567
H 2.845 4.150 -3.878
H 2.574 3.357 -2.617
O 2.407 -2.377 -3.121
H 2.267 -2.986 -3.846
H 1.803 -2.672 -2.440
O 1.818 4.483 1.327
H 2.653 4.942 1.245
H 1.489 4.736 2.190
O 3.213 -3.010 0.261
H 2.326 -3.205 -0.041
H 3.779 -3.299 -0.454
O 0.855 -3.899 -0.982
H -0.086 -3.759 -0.878
H 0.991 -4.813 -0.733
O -1.144 4.184 -0.704
H -0.509 4.899 -0.727
H -0.925 3.644 -1.463
O 2.828 0.667 -0.404
H 3.476 0.617 -1.107
H 3.321 0.462 0.391
O -1.626 -2.565 4.245
H -1.224 -1.697 4.208
H -1.585 -2.809 5.170
O -2.943 1.692 -2.612
H -3.261 0.971 -2.069
H -2.039 1.827 -2.327
O 3.898 -0.383 -2.857
H 3.348 -1.160 -2.961
H 3.874 0.043 -3.714
O -2.974 -3.933 1.457
H -2.245 -3.589 1.974
H -3.717 -3.375 1.688
O 1.606 -0.271 2.101
H 2.404 -0.052 2.581
H 1.359 -1.137 2.426
O 0.134 -3.483 1.993
H 0.345 -4.360 1.674
H 0.045 -3.587 2.940
*
```

This record from OMol25 describes a molecular structure, CuH14O7. The level of theory is wB97M-V/def2-TZVPD.

F_max ... 0.559 eV Å⁻¹
Energy ... -59193.7690 eV
HOMO level ... -12.4 eV
ΔE to the lowest compared entry with this formula, charge and spin ... 0.441 eV
Molecular weight ... 189.651 Da

The geometry in ORCA input format:
```
! wB97M-V def2-TZVPD RIJCOSX def2/J DEFGRID3
* xyz 1 1
Cu -0.039 -0.044 -0.016
O 2.210 -0.886 -1.429
H 1.488 -1.216 -1.982
H 2.670 -1.681 -1.130
O -1.539 1.418 -1.110
H -1.471 1.056 -1.998
H -2.470 1.659 -1.022
O 1.914 -0.884 1.631
H 2.628 -0.239 1.567
H 1.623 -0.838 2.551
O -0.565 -1.278 -2.202
H -0.559 -0.645 -2.933
H -0.926 -2.089 -2.587
O -1.659 -1.622 0.808
H -1.670 -0.795 1.319
H -2.583 -1.903 0.805
O 1.377 1.770 0.368
H 2.262 1.689 -0.016
H 1.395 2.590 0.876
O -1.240 0.961 2.041
H -0.771 1.574 2.621
H -2.075 1.405 1.839
*
```

This record from OMol25 describes a molecular structure, F10N5O20PtS10 in a non-equilibrium geometry. The level of theory is wB97M-V/def2-TZVPD.

F_max ... 7.263 eV Å⁻¹
Energy ... -187167.9839 eV
HOMO level (alpha / beta) ... -2.9 / -2.9 eV
ΔE to the lowest compared entry with this formula, charge and spin ... 0.000 eV
Molecular weight ... 1095.743 Da

The geometry in ORCA input format:
```
! wB97M-V def2-TZVPD RIJCOSX def2/J DEFGRID3
* xyz -3 3
Pt -0.794 0.254 0.274
N -2.525 0.652 -0.820
S -4.058 0.797 -0.551
O -4.949 -0.226 -1.022
O -4.528 2.154 -0.578
F -3.972 0.344 0.995
S -2.592 1.236 -2.452
O -2.046 2.571 -2.647
O -3.575 0.893 -3.426
F -1.283 0.375 -2.778
N 2.596 3.171 -0.709
S 1.347 2.524 -1.618
O 0.529 1.436 -1.134
O 1.443 2.666 -3.051
F 0.425 3.800 -1.153
S 3.683 2.081 -1.180
O 4.225 2.308 -2.478
O 3.411 0.774 -0.664
F 4.831 2.625 -0.182
N -1.679 -3.458 2.325
S -2.160 -1.954 2.919
O -1.682 -0.821 2.137
O -2.362 -1.857 4.324
F -3.618 -2.082 2.344
S -0.246 -3.449 2.891
O -0.178 -3.583 4.330
O 0.721 -2.581 2.277
F 0.290 -4.877 2.384
N -0.007 1.597 1.698
S 1.218 1.114 2.693
O 0.915 0.231 3.755
O 2.351 2.001 2.798
F 1.687 0.023 1.595
S -0.268 3.066 2.211
O 0.649 4.087 1.840
O -0.921 3.034 3.506
F -1.457 3.359 1.185
N 0.717 -3.095 -2.672
S 1.274 -2.483 -1.234
O 0.521 -1.396 -0.667
O 2.692 -2.501 -0.977
F 0.987 -3.846 -0.384
S 1.950 -2.740 -3.621
O 2.861 -3.850 -3.753
O 2.423 -1.371 -3.726
F 1.155 -3.000 -5.003
*
```

This record from OMol25 describes a molecular structure, F12InN4O15PS6 in a non-equilibrium geometry. The level of theory is wB97M-V/def2-TZVPD.

F_max ... 12.213 eV Å⁻¹
Energy ... -148749.2001 eV
HOMO level ... -5.8 eV
ΔE to the lowest compared entry with this formula, charge and spin ... 0.000 eV
Molecular weight ... 862.183 Da

The geometry in ORCA input format:
```
! wB97M-V def2-TZVPD RIJCOSX def2/J DEFGRID3
* xyz -2 1
In 0.786 0.064 -0.420
P 0.154 -0.449 3.211
F -0.814 -0.867 1.921
F -0.263 -1.959 3.783
F 1.495 -1.025 2.416
F 1.008 -0.350 4.591
F 0.525 0.976 2.513
F -1.216 0.238 3.870
N 1.124 2.876 -0.640
S 0.777 3.773 -1.926
O 1.549 3.633 -3.152
O -0.085 4.930 -1.870
F -0.438 2.702 -2.198
S 2.263 3.956 0.005
O 1.874 5.308 0.280
O 3.631 3.736 -0.426
F 2.283 3.358 1.515
N 0.092 -2.391 -1.523
S -0.748 -3.621 -1.001
O -0.026 -4.793 -0.496
O -2.127 -3.759 -1.464
F -0.921 -2.903 0.411
S 0.246 -3.130 -3.036
O -0.825 -2.722 -3.976
O 0.844 -4.452 -3.172
F 1.407 -2.155 -3.571
N -1.842 1.007 0.467
S -3.343 0.300 0.290
O -4.165 0.550 -0.872
O -4.051 0.033 1.529
F -2.742 -1.146 -0.091
S -2.557 2.310 0.838
O -3.003 2.593 2.222
O -3.046 3.149 -0.268
F -1.070 2.915 0.974
N 3.296 -3.174 -0.177
O 2.654 -2.197 0.183
O 3.624 -4.029 0.615
O 3.652 -3.288 -1.355
*
```